2 unconnected molecules or ions with the total composition C6H16N, computed with ωB97M-V/def2-TZVPD.

Charge: +1
HOMO energy, eV: -13.6

Atoms and positions in Å:
C1 1.236 -1.970 -1.939
C2 0.660 -0.727 -1.333
C3 -0.235 -0.827 -0.281
C4 1.455 -0.174 0.015
C5 1.236 1.296 0.320
C6 0.441 1.622 1.585
N1 -3.698 0.327 0.824
H1 1.429 -2.722 -1.165
H2 2.207 -1.770 -2.395
H3 0.578 -2.442 -2.665
H4 0.548 0.086 -2.043
H5 -0.409 -1.678 0.371
H6 -0.946 -0.027 -0.109
H7 1.626 -0.742 0.924
H8 2.450 -0.238 -0.439
H9 0.811 1.852 -0.508
H10 2.215 1.760 0.455
H11 0.193 2.678 1.550
H12 -0.513 1.099 1.671
H13 1.020 1.429 2.487
H14 -3.950 0.531 1.789
H15 -4.067 1.108 0.285
H16 -4.286 -0.470 0.600

***

2 unconnected molecules or ions with the total composition C6H16N2, computed with ωB97M-V/def2-TZVPD.

Charge: 0
SMILES: C/C=C/C.NCCN
HOMO energy, eV: -8.9

Atoms and positions in Å:
N1 2.848 -0.882 -1.819
C1 1.970 -0.764 -0.655
C2 1.392 -2.125 -0.328
N2 0.463 -2.032 0.790
H1 3.618 -1.514 -1.611
H2 3.259 0.021 -2.038
H3 1.163 -0.078 -0.911
H4 2.478 -0.357 0.227
H5 0.850 -2.486 -1.201
H6 2.224 -2.821 -0.144
H7 0.101 -2.952 1.013
H8 0.946 -1.704 1.619
C3 -2.376 1.697 0.189
C4 -1.181 1.309 0.614
C5 -0.277 2.081 1.518
C6 -3.268 0.858 -0.681
H9 -2.751 2.667 0.512
H10 -0.820 0.339 0.279
H11 0.019 1.454 2.362
H12 0.626 2.421 1.014
H13 -0.791 2.949 1.934
H14 -2.708 0.010 -1.074
H15 -3.677 1.439 -1.508
H16 -4.108 0.470 -0.102

***

2 unconnected molecules or ions with the total composition C6H16N2, computed with ωB97M-V/def2-TZVPD.

Charge: 0
HOMO energy, eV: -6.7

Atoms and positions in Å:
N1 -1.477 0.967 0.327
C1 -0.252 0.191 0.143
C2 0.928 1.083 0.250
N2 2.026 0.165 -0.091
C3 -3.365 -1.074 0.620
C4 -4.086 -1.225 -0.833
C5 3.219 0.573 0.515
C6 4.443 0.014 -0.373
H1 -3.296 -1.138 -1.596
H2 -1.787 1.208 -0.610
H3 -0.228 -0.187 -0.863
H4 -0.096 -0.480 0.990
H5 1.034 1.269 1.352
H6 0.826 1.989 -0.335
H7 -4.222 -0.809 1.244
H8 -2.252 0.003 0.520
H9 -3.009 -2.069 0.893
H10 -4.609 -0.287 -0.871
H11 -4.652 -2.063 -1.319
H12 3.353 0.316 1.603
H13 3.368 1.652 0.421
H14 4.491 0.599 -1.323
H15 4.177 -0.979 -0.726
H16 5.469 0.281 0.061

***

A molecular structure, C6H16N2, computed with ωB97M-V/def2-TZVPD.

Charge: 0
HOMO energy, eV: -8.4

Atoms and positions in Å:
N1 -3.124 -0.553 1.408
C1 -2.617 0.020 0.148
C2 -2.008 1.377 0.498
C3 -2.762 -0.496 -1.090
N2 0.998 0.077 1.247
C4 1.519 0.946 0.368
C5 2.912 0.722 -0.238
C6 3.212 -0.741 -0.214
H1 -2.402 -0.566 2.179
H2 -3.620 -1.461 1.428
H3 -0.050 -1.862 -1.346
H4 -2.809 1.840 1.095
H5 -1.775 1.937 -0.409
H6 -1.121 1.203 1.145
H7 -2.297 -0.032 -1.997
H8 -2.893 -1.623 -1.069
H9 0.161 -1.641 -1.917
H10 1.403 2.044 0.333
H11 0.979 -0.141 -0.045
H12 2.907 1.045 -1.272
H13 3.586 1.475 0.243
H14 4.228 -0.986 0.280
H15 2.551 -1.291 0.454
H16 3.022 -1.292 -1.230

***

C6H16N2 in the gas phase, computed with ωB97M-V/def2-TZVPD.

Charge: 0
SMILES: CCN[C@@H](C)CCN
HOMO energy, eV: -8.1

Atoms and positions in Å:
C1 -1.058 -1.659 1.357
N1 -0.357 -0.432 1.164
C2 0.062 -0.365 -0.297
C3 1.571 0.014 -0.349
C4 1.878 1.356 0.043
N2 2.291 2.104 -1.221
C5 -0.725 0.368 -1.307
C6 -2.514 -1.220 1.121
H1 -0.667 -2.354 0.696
H2 -1.099 -2.084 2.359
H3 -0.804 0.547 1.485
H4 0.145 -1.515 -0.576
H5 1.981 -0.874 0.214
H6 1.951 -0.187 -1.418
H7 1.041 1.949 0.354
H8 2.482 1.495 0.859
H9 3.296 2.417 -1.073
H10 1.590 2.291 -1.943
H11 -0.596 1.437 -1.117
H12 -0.022 0.261 -2.238
H13 -1.788 0.069 -1.355
H14 -2.589 -1.159 0.093
H15 -3.177 -2.091 1.416
H16 -2.891 -0.368 1.731

***

C6H16N2O in the gas phase, computed with ωB97M-V/def2-TZVPD.

Charge: 0
SMILES: C[C@H](O)[C@@H](C)NN(C)C
HOMO energy, eV: -8.9

Atoms and positions in Å:
C1 -1.959 -0.142 0.490
C2 -0.507 -0.679 0.472
C3 2.567 -0.120 0.401
C4 1.759 2.083 -0.098
C5 -2.565 -0.042 -0.912
C6 -0.421 -2.111 -0.053
N1 1.421 0.772 0.417
N2 0.303 0.271 -0.286
O1 -1.970 1.113 1.128
H1 -1.234 1.612 0.748
H2 0.564 -0.114 -1.199
H3 -2.581 -0.796 1.112
H4 -0.151 -0.645 1.508
H5 3.370 0.330 0.981
H6 2.293 -1.065 0.867
H7 2.933 -0.316 -0.620
H8 2.519 2.526 0.543
H9 2.140 2.048 -1.130
H10 0.869 2.709 -0.076
H11 -3.526 0.461 -0.847
H12 -2.716 -1.027 -1.342
H13 -1.910 0.539 -1.556
H14 0.589 -2.502 0.058
H15 -1.100 -2.755 0.499
H16 -0.688 -2.149 -1.107

***

3 unconnected molecules or ions with the total composition C6H16N2O, computed with ωB97M-V/def2-TZVPD.

Charge: 0
HOMO energy (alpha / beta), eV: -6.1 / -5.4

Atoms and positions in Å:
C1 1.376 0.397 0.799
C2 -0.946 -0.793 0.210
C3 -1.904 -1.362 -2.229
C4 -0.046 -0.631 -0.802
C5 1.163 -0.032 2.219
C6 1.051 1.836 0.514
N1 2.605 -0.107 0.281
N2 -1.957 0.053 0.486
O1 -2.554 -0.088 -2.340
H1 -2.057 0.447 -2.967
H2 -0.843 -1.643 0.874
H3 3.376 -0.093 0.948
H4 2.898 0.351 -0.572
H5 -2.322 0.573 -0.307
H6 -2.647 -0.243 1.156
H7 -1.460 -1.697 -3.168
H8 -2.614 -2.074 -1.814
H9 -0.083 0.237 -1.442
H10 0.705 -1.381 -0.976
H11 0.187 0.282 2.592
H12 1.248 -1.117 2.330
H13 1.922 0.419 2.887
H14 1.684 2.521 1.105
H15 0.009 2.061 0.758
H16 1.210 2.085 -0.540

***

A gas-phase ion, C6H16N2O2P (charge +1), computed with ωB97M-V/def2-TZVPD.

Charge: +1
HOMO energy (alpha / beta), eV: -12.6 / -12.6

Atoms and positions in Å:
C1 -0.662 1.213 0.782
C2 -0.143 0.653 2.099
C3 -0.464 -1.808 2.482
C4 1.779 -1.006 2.152
C5 -0.545 1.282 -3.920
C6 -0.997 -0.614 -2.485
N1 0.362 1.189 -0.224
N2 0.339 -0.702 1.894
O1 1.805 -0.033 -1.886
O2 -1.358 0.655 -2.966
P1 0.494 -0.087 -1.181
H1 -1.619 0.746 0.512
H2 -0.996 2.236 0.936
H3 0.548 1.399 2.593
H4 -0.897 0.826 2.891
H5 -1.461 -1.519 2.386
H6 -0.316 -2.867 2.068
H7 -0.149 -2.064 3.509
H8 2.443 -0.145 2.003
H9 2.081 -1.381 3.189
H10 2.060 -1.758 1.338
H11 -0.921 0.944 -4.958
H12 0.502 0.971 -3.973
H13 -0.775 2.316 -3.678
H14 -0.432 -1.225 -3.196
H15 -1.819 -1.036 -2.000
H16 1.139 1.816 -0.367

***

The evaluated ΔE to the lowest compared entry with this formula, charge and spin for the records listed, in turn: 55.7, 25.4, 216.2, 161.1, 86.3, 44.6, 138.6, 42.5 kcal per mole.